# 1
Computed, not measured: the ion C4H10N2 with charge +1 at a distorted geometry, with wB97M-V/def2-TZVPD.

XYZ file:
```
16
Properties=species:S:1:pos:R:3:mulliken_spin:R:1
C 2.010 -0.410 0.632 0.000
C 1.114 0.770 0.260 0.082
C 0.130 0.363 -0.901 -0.015
N -0.974 -0.402 -0.356 0.531
C -2.114 0.181 0.063 -0.108
N -3.217 -0.456 0.214 0.535
H 2.653 -0.744 -0.185 -0.001
H 2.709 -0.077 1.409 0.003
H 1.443 -1.213 1.098 -0.001
H 1.647 1.655 -0.086 -0.001
H 0.471 0.952 1.123 0.000
H -0.312 1.251 -1.353 0.020
H 0.628 -0.266 -1.633 -0.001
H -1.046 -1.399 -0.559 -0.023
H -2.033 1.265 0.139 -0.005
H -3.109 -1.471 0.135 -0.017
```

As for the spin multiplicity: 2. For the frontier orbital gap (spin up / spin down), the calculation gives 12.064 / 7.782 eV. As for the total charge: +1. The value obtained for the HOMO energy (spin up / spin down) is -15.9 / -16.2 eV. The LUMO energy (spin up / spin down) comes out at -3.88 / -8.41 eV.



# 2
Computed, not measured: a cluster of 8 separate species, C29H57NO19 in total at a distorted geometry, with wB97M-V/def2-TZVPD.

XYZ file:
```
106
Properties=species:S:1:pos:R:3:lowdin_charge:R:1
C -1.502 -4.377 3.332 -0.087
C -2.279 -5.821 3.369 -0.233
O -3.520 -5.883 2.582 -0.088
C -3.287 -6.323 1.198 -0.235
O -3.845 -5.568 0.215 -0.046
C -2.471 -7.661 0.717 -0.092
C -1.303 -7.317 -0.425 -0.168
C -0.133 -6.385 0.260 -0.118
C 0.855 -5.633 -0.817 0.004
C 0.658 -4.198 -1.261 0.026
C -0.562 -3.152 -0.784 -0.165
C -0.095 -1.976 0.195 -0.011
C -1.196 -0.923 0.772 -0.022
C -2.679 -1.293 0.207 -0.041
C -2.854 -2.522 -0.809 -0.105
N -1.883 -3.505 -1.366 0.071
C 1.888 -3.859 -2.308 -0.184
O 1.950 -2.699 -2.974 0.009
O 2.809 -5.031 -2.396 0.025
C 2.209 -6.137 -1.593 -0.171
O 2.698 -7.396 -1.510 0.003
H -2.008 -3.532 3.979 0.090
H -1.298 -3.947 2.263 0.057
H -0.430 -4.566 3.821 0.090
H -1.496 -6.657 3.131 0.097
H -2.602 -5.994 4.506 0.137
H -1.894 -8.188 1.617 0.122
H -3.215 -8.464 0.299 0.113
H -0.862 -8.377 -0.747 0.133
H -1.758 -6.856 -1.413 0.122
H -0.621 -5.524 0.918 0.101
H 0.446 -7.075 1.024 0.137
H 1.035 -1.867 0.505 0.109
H -1.009 -0.023 1.496 0.105
H -3.613 -0.658 0.543 0.098
H -3.971 -2.693 -1.202 0.117
O 0.867 3.852 -2.133 -0.087
C -0.049 2.798 -2.433 -0.228
C -0.049 1.793 -1.288 -0.249
O -0.403 2.447 -0.070 -0.089
H 1.765 3.481 -2.180 0.060
H -1.038 3.251 -2.548 0.125
H 0.241 2.330 -3.378 0.118
H -0.762 0.985 -1.471 0.109
H 0.949 1.365 -1.149 0.109
H 0.029 3.323 -0.102 0.086
O 3.951 4.754 -3.528 -0.098
C 4.652 5.962 -3.829 -0.217
C 3.646 7.092 -4.012 -0.234
O 2.861 7.237 -2.830 -0.077
H 3.477 4.484 -4.333 0.112
H 5.315 6.170 -2.984 0.130
H 5.255 5.811 -4.728 0.120
H 4.151 8.040 -4.216 0.124
H 2.959 6.869 -4.834 0.116
H 2.693 6.330 -2.507 0.082
O 3.925 3.302 -1.303 -0.108
C 4.250 2.166 -0.501 -0.229
C 5.564 2.425 0.226 -0.242
O 5.451 3.600 1.026 -0.074
H 4.566 3.335 -2.034 0.080
H 3.434 2.032 0.215 0.124
H 4.312 1.282 -1.141 0.120
H 5.830 1.585 0.873 0.121
H 6.375 2.595 -0.490 0.114
H 4.920 4.231 0.501 0.085
O -4.905 -7.809 -4.330 -0.080
C -5.120 -7.190 -3.060 -0.230
C -4.973 -8.237 -1.963 -0.239
O -3.678 -8.831 -2.029 -0.098
H -5.661 -8.397 -4.499 0.098
H -4.364 -6.408 -2.949 0.124
H -6.113 -6.732 -3.048 0.119
H -5.103 -7.792 -0.972 0.104
H -5.706 -9.040 -2.092 0.114
H -3.476 -8.926 -2.981 0.093
O 0.322 -7.195 7.696 -0.077
C 0.229 -8.405 6.942 -0.234
C -0.564 -8.140 5.667 -0.244
O 0.070 -7.112 4.908 -0.103
H -0.567 -6.996 8.039 0.100
H 1.249 -8.716 6.703 0.127
H -0.245 -9.174 7.557 0.119
H -0.630 -9.041 5.050 0.124
H -1.574 -7.794 5.904 0.106
H 0.395 -6.460 5.560 0.090
O 2.504 9.942 -0.294 -0.083
C 1.223 9.749 0.308 -0.246
C 1.231 8.443 1.094 -0.237
O 2.259 8.479 2.082 -0.080
H 2.600 9.275 -0.996 0.078
H 1.047 10.598 0.974 0.111
H 0.458 9.743 -0.473 0.112
H 0.272 8.278 1.593 0.120
H 1.442 7.596 0.435 0.110
H 3.017 8.933 1.663 0.084
O -2.777 12.170 -1.326 -0.080
C -1.496 12.718 -1.015 -0.236
C -1.265 12.627 0.489 -0.239
O -1.356 11.268 0.912 -0.093
H -3.449 12.779 -0.974 0.099
H -0.751 12.127 -1.555 0.122
H -1.454 13.753 -1.366 0.117
H -0.279 13.013 0.761 0.121
H -2.031 13.189 1.033 0.113
H -2.083 10.874 0.390 0.091
```

Its structure (SMILES) is CCOC(=O)CCCC1=C(c2ccccn2)C(=O)OC1=O.OCCO.OCCO.OCCO.OCCO.OCCO.OCCO.OCCO. For the frontier orbital gap, the calculation gives 7.691 eV. The value obtained for the HOMO energy is -9.2 eV. The LUMO energy comes out at -1.47 eV.



Energy above the lowest of the compared OMol25 structures with the same formula, charge and spin values, unit kcal per mole, following the record order: 41.34, 289.52.
Calculated total energy values, unit a.u., following the record order: -267.582842, -2622.926432.